No. 1
Density functional theory data (wB97M-V/def2-TZVPD) for C3H3NS in the gas phase at a distorted geometry.

Properties
max |F|	8.0	eV/Å
SMILES	CC(=S)C#N
frontier orbital gap (alpha / beta)	6.546 / 6.551	eV

Atoms and positions in Å:
C -1.06 1.08 -0.09
C -0.48 -0.10 0.10
C 0.98 -0.27 -0.01
N -1.69 2.04 -0.11
S -1.79 -1.83 0.21
H 1.49 0.32 0.67
H 1.20 0.00 -0.96
H 1.35 -1.24 0.19

Quick look at the Löwdin charges, all values in e: number 1, C, carries -0.306; number 2, C, carries -0.411; number 3, C, carries -0.096; number 4, N, carries 0.229; number 5, S, carries 0.361; number 6, H, carries 0.081; number 7, H, carries 0.067; number 8, H, carries 0.076


No. 2
Density functional theory data (wB97M-V/def2-TZVPD) for C3H3NS2 in the gas phase at a distorted geometry.

Properties
max |F|	1.7	eV/Å
frontier orbital gap (alpha / beta)	7.344 / 7.312	eV

Atoms and positions in Å:
C 0.88 -1.22 -0.37
C 1.15 1.16 -0.21
C -1.12 0.61 0.32
N -0.05 1.36 -0.13
S -0.77 -1.23 0.11
S 2.11 -0.25 0.21
H 1.13 -2.01 -1.05
H -1.31 0.79 1.38
H -2.03 0.80 -0.26

Quick look at the Löwdin charges, all values in e: number 1, C, carries -0.914; number 2, C, carries -0.380; number 3, C, carries -0.453; number 4, N, carries -0.101; number 5, S, carries 0.837; number 6, S, carries 0.845; number 7, H, carries 0.003; number 8, H, carries 0.085; number 9, H, carries 0.077


No. 3
Density functional theory data (wB97M-V/def2-TZVPD) for C3H3NS2 in the gas phase at a distorted geometry.

Properties
max |F|	3.7	eV/Å
frontier orbital gap	7.122	eV

Atoms and positions in Å:
C 1.03 -1.32 -0.88
C -0.41 1.13 0.06
C -1.02 0.99 1.21
N 0.32 -0.62 -1.74
S 1.57 -0.81 0.58
S 0.00 0.98 -1.49
H 0.98 -2.33 -1.23
H -2.00 0.97 1.41
H -0.47 1.02 2.09

Quick look at the Löwdin charges, all values in e: number 1, C, carries -0.851; number 2, C, carries -0.457; number 3, C, carries 0.000; number 4, N, carries -0.406; number 5, S, carries 0.597; number 6, S, carries 0.961; number 7, H, carries 0.053; number 8, H, carries 0.044; number 9, H, carries 0.059


No. 4
Density functional theory data (wB97M-V/def2-TZVPD) for C3H3NS2 in the gas phase at a distorted geometry.

Properties
max |F|	3.6	eV/Å
frontier orbital gap	8.169	eV

Atoms and positions in Å:
C 1.75 -0.38 -0.88
C -0.84 1.50 0.34
C 0.09 -1.09 0.79
N 1.03 -0.87 -0.08
S -2.09 0.80 -0.33
S -1.54 -1.23 0.05
H 2.40 -0.64 -1.73
H -0.82 2.52 0.16
H 0.02 -0.62 1.70

Quick look at the Löwdin charges, all values in e: number 1, C, carries 0.136; number 2, C, carries -0.481; number 3, C, carries -0.563; number 4, N, carries -0.121; number 5, S, carries 0.538; number 6, S, carries 0.475; number 7, H, carries 0.085; number 8, H, carries -0.091; number 9, H, carries 0.022


No. 5
Density functional theory data (wB97M-V/def2-TZVPD) for C3H3NaO4Tl as an isolated structure at a distorted geometry.

Properties
max |F|	3.9	eV/Å
multiplicity	2
frontier orbital gap (alpha / beta)	5.455 / 5.596	eV

Atoms and positions in Å:
O 2.90 -0.54 0.06
O -0.90 -0.53 -0.27
C -1.47 0.69 -0.20
C 0.29 -0.75 0.40
O -2.66 0.79 -0.57
O -0.81 1.66 0.28
C 1.29 -1.54 -0.21
H 0.26 -0.51 1.47
H 1.55 -1.64 -1.27
H 1.09 -2.61 -0.01
Tl -2.95 3.17 -0.11
Na 1.41 1.81 0.43

Quick look at the Löwdin charges, all values in e: number 1, O, carries -0.510; number 2, O, carries 0.051; number 3, C, carries -0.792; number 4, C, carries -0.210; number 5, O, carries -0.156; number 6, O, carries -0.229; number 7, C, carries -0.167; number 8, H, carries 0.124; number 9, H, carries 0.078; number 10, H, carries 0.084; number 11, Tl, carries 1.068; number 12, Na, carries 0.659


No. 6
Density functional theory data (wB97M-V/def2-TZVPD) for a 2-piece molecular cluster, C3H3O2S overall at a distorted geometry.

Properties
max |F|	3.5	eV/Å
charge	-1
frontier orbital gap (alpha / beta)	7.607 / 7.606	eV

Atoms and positions in Å:
C -1.25 0.06 -0.54
C -2.25 -0.60 -0.60
C 0.16 0.62 -0.65
O -5.13 1.28 0.35
O -5.61 -1.11 0.74
S -5.11 -0.08 -0.15
H 0.33 1.17 0.29
H 0.79 -0.22 -0.94
H 0.07 1.35 -1.57

Quick look at the Löwdin charges, all values in e: number 1, C, carries -0.432; number 2, C, carries -0.218; number 3, C, carries -0.204; number 4, O, carries -0.508; number 5, O, carries -0.512; number 6, S, carries 0.721; number 7, H, carries 0.040; number 8, H, carries 0.037; number 9, H, carries 0.076


Copy entry 5 word for word.
Density functional theory data (wB97M-V/def2-TZVPD) for C3H3NaO4Tl as an isolated structure at a distorted geometry.

Properties
max |F|	3.9	eV/Å
multiplicity	2
frontier orbital gap (alpha / beta)	5.455 / 5.596	eV

Atoms and positions in Å:
O 2.90 -0.54 0.06
O -0.90 -0.53 -0.27
C -1.47 0.69 -0.20
C 0.29 -0.75 0.40
O -2.66 0.79 -0.57
O -0.81 1.66 0.28
C 1.29 -1.54 -0.21
H 0.26 -0.51 1.47
H 1.55 -1.64 -1.27
H 1.09 -2.61 -0.01
Tl -2.95 3.17 -0.11
Na 1.41 1.81 0.43

Quick look at the Löwdin charges, all values in e: number 1, O, carries -0.510; number 2, O, carries 0.051; number 3, C, carries -0.792; number 4, C, carries -0.210; number 5, O, carries -0.156; number 6, O, carries -0.229; number 7, C, carries -0.167; number 8, H, carries 0.124; number 9, H, carries 0.078; number 10, H, carries 0.084; number 11, Tl, carries 1.068; number 12, Na, carries 0.659


- Which of these has the lowest max |F|?
  number 2


- The lowest max |F| belongs to which entry?
  number 2